Below is a gas-phase ion, C11H22BN2 (charge +1) at a distorted geometry, with properties calculated with the ωB97M-V functional and the def2-TZVPD basis.

Structure (ORCA input):
```
! wB97M-V def2-TZVPD RIJCOSX def2/J DEFGRID3
* xyz 1 1
B -0.0119 -0.8854 -0.2161
C -3.7013 -0.0345 -0.7801
C -0.3813 2.0169 0.4194
C -2.6116 2.0103 -0.7230
C -1.3673 -0.0402 -0.0296
C -2.6752 -0.7885 0.0410
C -0.1083 -2.3114 -0.7894
C -3.3473 -0.9657 1.4059
C 4.8782 0.4538 0.5895
C 1.2631 -0.2142 -0.7868
C 3.5669 0.6551 -0.1709
C 2.3391 -0.2203 0.3374
N -3.6253 1.2131 -1.0323
N -1.3317 1.3304 -0.0788
H -4.4612 -0.6354 -1.1124
H 0.2754 1.4659 0.9992
H -0.4413 3.0813 0.0962
H -2.2252 2.3820 -1.7392
H -2.9155 2.7181 -0.0365
H -0.1967 -0.4474 1.0446
H -2.3871 -1.7801 -0.3835
H -0.7736 -2.8894 -0.1913
H 0.9092 -2.8209 -0.6508
H -0.2984 -2.2161 -1.8793
H -3.5393 0.0840 1.9186
H -2.6878 -1.4876 2.0439
H -4.2832 -1.5132 1.3636
H 5.7546 0.9415 0.2020
H 4.9718 -0.6289 0.4886
H 4.7363 0.5430 1.6271
H 1.0928 0.8952 -1.1644
H 1.7256 -0.8077 -1.6183
H 3.1460 1.6795 0.0652
H 3.6978 0.3618 -1.1806
H 2.1415 0.0562 1.3775
H 2.8725 -1.2009 0.5436
*
```

## Properties
Orbital gap: 7.839 eV
LUMO: -5.3 eV
Highest occupied orbital energy: -13.13 eV
Calculated total energy: -566.26269 hartree



Below is a molecular structure, C19H15AgNS2Sb at a distorted geometry, with properties calculated with the ωB97M-V functional and the def2-TZVPD basis.

Structure (ORCA input):
```
! wB97M-V def2-TZVPD RIJCOSX def2/J DEFGRID3
* xyz 0 1
Ag -0.0250 0.0562 0.6156
S -0.2848 -2.3224 0.9158
Sb -2.1854 -1.4923 1.8661
C -1.7733 -0.8043 3.8509
C -1.9649 0.4922 4.2944
C -1.6244 0.8243 5.5961
C -1.0761 -0.1270 6.4393
C -0.8678 -1.4199 5.9866
C -1.2198 -1.7578 4.6920
C -3.4741 -3.1691 2.0432
C -3.7208 -3.8908 0.8882
C -4.5078 -5.0249 0.9409
C -5.0354 -5.4384 2.1516
C -4.7859 -4.7142 3.3036
C -4.0077 -3.5717 3.2526
C -3.1198 -0.1119 0.5122
C -3.6179 1.1308 0.8653
C -4.0871 1.9829 -0.1209
C -4.0735 1.5927 -1.4482
C -3.6107 0.3344 -1.7971
C -3.1195 -0.5113 -0.8181
H -2.3662 1.2516 3.6380
H -1.7771 1.8355 5.9434
H -0.7994 0.1436 7.4466
H -0.4202 -2.1595 6.6350
H -1.0487 -2.7650 4.3290
H -3.2839 -3.5757 -0.0510
H -4.6937 -5.5933 0.0436
H -5.6351 -6.3322 2.2014
H -5.1830 -5.0442 4.2498
H -3.8093 -3.0000 4.1502
H -3.6380 1.4522 1.8959
H -4.4315 2.9697 0.1459
H -4.4025 2.2769 -2.2143
H -3.6038 0.0201 -2.8322
H -2.7265 -1.4822 -1.1044
S -1.2751 4.3127 -0.7075
C -0.6073 3.0007 -0.1668
N -0.0824 2.0306 0.2708
*
```

## Properties
Orbital gap: 7.633 eV
LUMO: 0.0 eV
Highest occupied orbital energy: -7.66 eV
Calculated total energy: -1971.34829 hartree



Below is a molecular structure, C13H7MoN4O9, with properties calculated with the ωB97M-V functional and the def2-TZVPD basis.

Structure (ORCA input):
```
! wB97M-V def2-TZVPD RIJCOSX def2/J DEFGRID3
* xyz 1 3
Mo -0.1072 0.0802 0.3099
O 2.8119 -2.4132 -0.9169
C 1.6801 -2.1119 -0.7551
O 1.3057 -0.7943 -0.5396
C 0.5149 -3.0419 -0.8450
C 0.7371 -4.2804 -1.4354
C -0.3154 -5.1566 -1.5682
C -1.5924 -4.8553 -1.1386
C -1.8104 -3.6270 -0.5549
C -0.7646 -2.7244 -0.3821
O -0.9463 -1.5645 0.2951
N -3.1815 -3.2872 -0.1362
O -3.4798 -2.1104 -0.1378
O -3.9093 -4.2087 0.1408
N -0.0749 -6.4729 -2.2040
O 1.0629 -6.7189 -2.5313
O -1.0287 -7.2087 -2.3088
H 1.7247 -4.5470 -1.7853
H -2.4029 -5.5607 -1.2571
O -1.2272 1.1932 1.4765
N -1.0512 2.4696 1.6559
N -0.0432 2.8504 0.9983
O 0.5655 1.9618 0.2417
C 0.4857 4.1846 1.1091
C 1.1842 4.6985 0.0286
C 1.6734 5.9884 0.1340
C 1.4569 6.7245 1.2920
C 0.7542 6.1798 2.3591
C 0.2580 4.8905 2.2810
H 1.3377 4.1095 -0.8643
H 2.2218 6.4201 -0.6914
H 1.8437 7.7320 1.3656
H 0.5983 6.7563 3.2602
H -0.2818 4.4443 3.1040
*
```

## Properties
Orbital gap (spin up / spin down): 6.823 / 7.025 eV
LUMO (spin up / spin down): -6.4 / -6.5 eV
Highest occupied orbital energy (spin up / spin down): -13.25 / -13.48 eV
Calculated total energy: -1463.43232 hartree



Below is 3 unconnected molecules or ions with the total composition C7H13NO at a distorted geometry, with properties calculated with the ωB97M-V functional and the def2-TZVPD basis.

Structure (ORCA input):
```
! wB97M-V def2-TZVPD RIJCOSX def2/J DEFGRID3
* xyz 0 1
C -2.1821 -0.7502 0.4156
C 0.4928 0.1082 1.9144
C -2.9152 0.1280 -0.5358
N 0.1415 0.3018 0.5069
C 0.0362 -0.6148 -0.3347
C 2.2699 0.6802 -0.3298
C 0.1414 -1.3544 -1.4129
C 2.4146 1.9011 -0.8238
O 3.3075 -0.0460 0.1713
H 3.0776 -0.9812 0.1117
H -2.1894 -1.8214 0.2435
H -2.2352 -0.4946 1.4665
H 1.2891 0.8037 2.1741
H -0.3757 0.3683 2.5206
H 0.8054 -0.9157 2.1327
H 1.0012 -1.2257 -2.0590
H -0.6659 -2.0058 -1.7182
H 1.5511 2.4781 -1.1251
H 3.4003 2.3445 -0.9661
H -4.0043 0.0544 -0.3863
H -2.7141 -0.1358 -1.5756
H -2.6466 1.1775 -0.3897
*
```

## Properties
Orbital gap (spin up / spin down): 7.957 / 8.379 eV
LUMO (spin up / spin down): 0.4 / 0.5 eV
Highest occupied orbital energy (spin up / spin down): -7.57 / -7.87 eV
Calculated total energy: -404.24147 hartree